Computed, not measured: 4 unconnected molecules or ions with the total composition C20H45BrN2O5P, with ωB97M-V with the def2-TZVPD basis set.

Geometry as XYZ:
```
74
Properties=species:S:1:pos:R:3:forces:R:3
C 5.011 -0.790 0.514 -1.321 0.166 -0.423
C 4.150 -1.539 -0.568 1.266 0.744 0.059
C 4.389 -0.752 -1.913 0.354 -0.387 0.874
C 4.614 -3.021 -0.619 -0.901 0.353 -0.122
C 3.602 -4.016 -1.250 -0.253 -0.057 -0.515
C 3.414 -3.878 -2.786 -0.090 -0.513 -0.094
C 2.196 -3.990 -0.582 1.218 -0.670 0.640
O 1.426 -2.916 -1.188 0.229 -0.585 0.354
N 0.056 -3.157 -1.167 -1.898 2.442 -0.449
C -0.637 -1.824 -0.909 0.589 1.514 1.486
N -1.145 -1.796 0.461 -0.215 -0.893 -0.770
P -0.351 -3.668 -2.901 -0.157 -1.892 -2.005
O -2.018 -3.735 -2.942 2.078 0.754 0.717
Br 0.220 -1.898 -4.196 -0.422 -0.361 0.925
H 6.070 -0.782 0.221 -0.258 -0.126 0.347
H 4.634 0.251 0.537 0.450 -0.330 0.040
H 4.824 -1.202 1.518 0.418 0.002 -0.316
H 3.102 -1.393 -0.257 0.278 -0.516 -0.151
H 3.626 0.035 -1.996 0.313 -0.241 -0.351
H 5.382 -0.276 -1.813 -0.491 -0.034 -0.259
H 4.454 -1.401 -2.796 -0.359 0.354 0.220
H 4.822 -3.336 0.421 0.020 -0.037 -0.490
H 5.549 -3.071 -1.206 -0.265 -0.035 0.372
H 4.009 -5.032 -1.081 -0.320 0.361 0.058
H 2.634 -4.592 -3.125 0.378 0.246 0.143
H 4.336 -4.155 -3.323 -0.284 0.245 0.268
H 3.086 -2.885 -3.118 0.204 -0.286 0.247
H 1.672 -4.962 -0.684 0.178 0.502 -0.381
H 2.326 -3.818 0.506 -0.350 0.261 -0.446
H -0.236 -3.864 -0.479 0.088 0.052 -0.038
H 0.143 -1.044 -0.997 -0.013 -0.710 -0.556
H -1.394 -1.591 -1.676 -0.004 -0.606 0.416
H -1.201 -0.848 0.816 -0.037 -0.038 0.117
H -0.528 -2.343 1.050 0.012 0.377 0.325
H -2.255 -3.567 -3.865 -0.470 0.045 -0.137
C -3.933 2.776 2.891 0.140 0.219 -0.031
C -4.282 2.008 1.625 -0.261 -0.172 -0.026
C -2.931 1.449 1.221 0.270 0.118 -0.100
O -2.186 1.242 2.425 -0.095 -0.033 -0.179
C -2.869 1.889 3.514 -0.011 -0.149 0.340
H -4.783 2.944 3.550 0.026 -0.030 -0.005
H -3.505 3.747 2.630 -0.020 -0.019 0.050
H -4.970 1.192 1.863 0.016 0.018 -0.036
H -4.738 2.621 0.848 0.046 -0.014 0.002
H -2.376 2.161 0.599 -0.078 -0.002 -0.093
H -3.015 0.502 0.678 -0.007 -0.024 0.028
H -3.318 1.111 4.141 -0.038 0.040 0.001
H -2.153 2.450 4.114 0.049 -0.024 -0.097
C -3.475 -0.335 -3.823 -0.264 -0.202 -0.014
C -3.207 0.609 -4.982 0.299 0.044 -0.104
C -4.102 1.786 -4.636 -0.257 0.095 0.002
O -4.179 1.834 -3.204 0.152 -0.252 -0.072
C -3.636 0.631 -2.661 0.037 0.241 0.104
H -2.682 -1.065 -3.657 0.025 0.021 0.003
H -4.410 -0.877 -3.992 0.038 -0.010 0.040
H -2.157 0.920 -4.974 -0.031 0.002 -0.028
H -3.426 0.181 -5.960 -0.024 0.027 0.027
H -5.114 1.644 -5.026 0.039 0.007 -0.068
H -3.715 2.734 -5.012 -0.028 0.015 0.096
H -2.666 0.872 -2.206 0.044 -0.079 0.051
H -4.300 0.250 -1.883 -0.024 0.080 0.009
C 1.699 3.230 4.768 0.065 -0.185 -0.222
C 1.650 4.748 4.728 0.112 0.172 0.186
C 0.172 5.007 4.493 -0.191 0.007 -0.167
O -0.539 3.926 5.111 0.255 -0.034 -0.058
C 0.391 2.893 5.462 -0.113 0.039 0.245
H 2.570 2.831 5.287 -0.033 0.012 0.012
H 1.696 2.831 3.749 0.004 -0.011 0.037
H 1.952 5.154 5.697 -0.003 0.013 -0.045
H 2.286 5.189 3.961 -0.034 -0.006 0.005
H -0.067 5.003 3.423 0.045 0.069 -0.010
H -0.162 5.953 4.919 -0.078 -0.066 0.022
H 0.507 2.897 6.550 0.045 -0.076 -0.012
H -0.010 1.923 5.159 -0.082 0.048 -0.003
```
Forces are in eV/Å.

Largest force on an atom: 3.13 eV/A
HOMO energy: -11.067 eV
Charge: +1
E: -114009.580 eV

Computed, not measured: a molecular structure, C20H45ClN2O8S2Si2, with ωB97M-V with the def2-TZVPD basis set.

Geometry as XYZ:
```
80
Properties=species:S:1:pos:R:3:forces:R:3
C -3.696 2.600 -1.010 -0.611 -0.527 -0.080
C -4.854 1.790 -1.871 0.091 0.973 -0.183
O -4.136 1.070 -2.946 -1.501 -1.477 1.134
C -4.389 -0.379 -2.878 -0.944 -0.533 -1.109
Si -3.423 -1.296 -1.488 -0.088 0.830 2.210
C -4.701 -1.792 -0.081 -0.166 0.766 0.476
O -2.183 -0.350 -0.685 0.612 -2.430 -1.030
Si -0.669 -1.219 -0.508 0.371 0.902 -0.157
C 0.443 -1.189 -2.125 1.099 0.160 0.170
C 1.219 0.270 -2.325 0.152 -0.206 -0.054
C 2.225 0.282 -3.647 0.107 1.993 0.947
Cl 2.386 -1.366 -4.485 -0.143 1.506 0.438
C -0.810 -2.996 0.211 0.280 -1.803 0.600
C -0.819 -3.090 1.850 -0.190 -1.196 -0.634
C -2.091 -2.359 2.581 0.559 -1.099 1.033
C -1.520 -1.662 3.957 -0.141 -0.302 0.862
N -1.883 -0.204 4.129 1.230 -0.794 -0.938
C 0.370 -0.195 0.809 -1.134 1.680 0.230
O 1.656 -0.853 1.140 -2.495 0.807 -0.349
N 2.665 0.035 1.192 3.512 -3.955 0.050
O 3.680 -0.676 1.245 -2.056 3.310 0.051
H -4.085 3.699 -0.867 1.026 -2.106 -0.075
H -3.530 2.048 0.029 -0.265 1.382 -2.206
H -2.683 2.564 -1.633 -2.348 0.182 1.377
H -5.534 1.091 -1.205 1.614 1.211 -1.289
H -5.603 2.531 -2.427 1.675 -1.413 1.270
H -5.544 -0.613 -2.687 2.248 0.598 -0.481
H -4.145 -0.913 -3.913 -0.396 1.520 1.975
H -2.755 -2.539 -1.954 -0.092 0.158 -0.315
H -5.774 -1.709 -0.541 1.863 -0.580 1.030
H -4.448 -2.839 0.388 -0.783 2.068 -0.879
H -4.640 -0.948 0.762 -0.124 -1.889 -1.699
H -0.133 -1.531 -3.084 1.237 0.720 1.715
H 1.318 -1.966 -1.893 -1.947 1.437 -0.660
H 1.925 0.518 -1.398 -1.743 -0.697 -1.942
H 0.428 1.155 -2.429 1.739 -1.948 0.160
H 1.808 1.132 -4.357 0.996 -2.267 0.986
H 3.325 0.608 -3.328 -2.456 -0.901 -0.758
H 0.171 -3.578 -0.142 -2.034 1.213 0.612
H -1.711 -3.633 -0.175 1.614 1.279 0.515
H 0.236 -2.754 2.228 -2.200 -0.338 -0.515
H -0.906 -4.251 2.112 0.355 2.493 -0.542
H -2.724 -1.653 1.896 1.542 -1.039 1.280
H -2.838 -3.220 2.936 1.530 1.882 -0.947
H -1.950 -2.255 4.887 0.818 1.035 -1.898
H -0.335 -1.728 4.065 -2.555 -0.118 -0.514
H -2.586 0.098 3.420 0.992 -0.351 0.823
H -0.994 0.348 3.987 -1.809 -0.763 0.022
H -0.352 -0.096 1.754 1.935 0.029 -1.690
H 0.661 0.874 0.365 -0.959 -2.208 1.217
C 7.690 -2.321 -2.788 -0.086 -0.078 0.265
C 6.929 -3.098 -3.861 0.069 -0.361 0.012
C 6.214 -2.078 -4.745 -0.447 -0.511 -0.093
S 7.191 -0.584 -4.675 0.189 0.136 -0.372
O 6.413 0.445 -4.018 0.220 -0.108 -0.350
O 7.832 -0.372 -5.957 -0.373 0.263 0.463
C 8.404 -1.196 -3.522 0.392 -0.130 0.414
H 8.396 -2.960 -2.248 -0.100 0.117 -0.055
H 6.983 -1.906 -2.060 0.128 -0.027 -0.068
H 7.638 -3.677 -4.465 -0.085 0.081 0.089
H 6.219 -3.806 -3.421 0.100 0.112 -0.100
H 6.147 -2.420 -5.781 -0.029 0.278 0.127
H 5.215 -1.848 -4.364 0.166 0.103 -0.104
H 8.731 -0.391 -2.861 -0.078 0.032 -0.218
H 9.252 -1.577 -4.099 -0.137 0.117 0.006
C -2.871 5.239 4.445 -0.235 0.157 0.058
C -2.359 4.647 5.757 0.109 0.268 0.220
C -2.340 3.127 5.598 -0.061 -0.019 0.721
S -2.108 2.811 3.855 0.108 0.106 0.063
O -3.302 2.175 3.339 0.389 0.153 -0.169
O -0.783 2.262 3.642 -0.305 0.353 -0.307
C -2.111 4.518 3.342 -0.020 0.521 -0.239
H -2.714 6.321 4.400 -0.039 -0.163 -0.027
H -3.946 5.048 4.348 0.137 0.043 -0.039
H -1.342 5.010 5.949 -0.145 -0.043 -0.035
H -2.980 4.947 6.607 0.124 -0.072 -0.122
H -1.521 2.674 6.162 -0.196 -0.125 -0.240
H -3.292 2.681 5.899 0.183 -0.049 -0.186
H -2.583 4.613 2.363 0.115 -0.203 0.061
H -1.071 4.855 3.295 -0.109 -0.139 -0.015
```
Forces are in eV/Å.

Largest force on an atom: 5.29 eV/A
HOMO energy: -8.651 eV
Charge: 0
E: -90771.580 eV

Computed, not measured: 10 unconnected molecules or ions with the total composition C20H46BBrClN19O15, with ωB97M-V with the def2-TZVPD basis set.

Geometry as XYZ:
```
103
Properties=species:S:1:pos:R:3:forces:R:3
O -0.445 3.608 4.595 -3.516 -2.077 -4.142
C -1.193 3.141 3.700 2.753 1.181 4.135
Cl -1.468 4.222 2.219 -0.113 -1.318 1.021
C -1.889 1.691 3.791 0.168 0.629 -1.175
C -0.763 0.549 3.433 -2.816 0.221 1.564
C -1.590 -0.681 2.807 -0.320 -0.159 -1.050
C -2.660 -1.348 3.789 -2.892 1.746 1.394
O -3.689 -0.816 4.248 4.327 -1.725 -2.031
Br -2.374 -3.272 4.314 0.034 1.147 -0.592
O 0.167 1.207 2.557 0.459 -2.058 -1.184
C 1.213 0.389 2.067 4.276 -0.433 1.219
O 2.303 0.402 2.724 -4.408 -0.140 -2.351
C 1.150 -0.455 0.689 0.181 0.617 0.577
C 2.455 -1.111 0.278 -1.772 -0.521 -2.085
C 2.530 -1.897 -1.048 -4.352 2.586 1.872
C 1.166 -1.888 -1.768 1.701 1.252 2.596
C -0.016 -1.164 -1.135 0.107 -0.233 -0.481
N -0.125 -0.406 0.060 5.081 -3.212 -2.258
B -0.186 0.063 4.881 2.214 -0.813 2.406
O 0.011 0.950 6.023 0.436 -1.296 -2.577
O 0.218 -1.318 5.110 0.038 2.863 -1.714
H -2.736 1.672 3.025 1.232 -0.054 1.017
H -2.334 1.498 4.824 0.798 0.621 -1.368
H -2.197 -0.259 1.915 0.981 -0.882 1.359
H -0.905 -1.511 2.430 -0.947 1.179 0.513
H 3.385 -0.998 0.930 -1.725 -0.086 -0.928
H 3.497 -2.373 -1.407 -1.662 0.672 0.466
H 1.048 -2.425 -2.766 -0.045 0.936 1.808
H -1.007 -1.237 -1.725 1.850 0.151 1.025
H 0.994 0.997 6.141 -1.223 -0.254 0.234
H 0.672 -1.594 4.276 -0.682 -0.277 0.874
N -1.760 -5.772 -2.524 -0.650 -0.127 0.628
C -0.644 -5.140 -2.965 0.349 0.042 -0.380
N -0.253 -5.490 -4.210 0.269 0.049 -0.036
O -0.040 -4.316 -2.285 -0.167 -0.117 0.068
H -2.269 -6.449 -3.063 0.101 0.080 -0.032
H -2.085 -5.539 -1.600 0.072 -0.069 -0.182
H 0.571 -5.043 -4.575 -0.173 -0.176 0.007
H -0.736 -6.163 -4.782 0.093 0.141 -0.270
N 0.991 3.967 -0.298 0.183 -0.113 0.696
C 0.368 3.830 -1.494 -0.354 -0.390 0.052
N 0.808 4.673 -2.462 0.075 0.387 -0.777
O -0.519 3.013 -1.685 0.086 0.103 -0.031
H 1.723 4.633 -0.121 -0.022 -0.082 -0.006
H 0.693 3.359 0.448 0.047 0.130 -0.106
H 0.369 4.602 -3.365 0.088 0.019 0.194
H 1.535 5.351 -2.325 -0.070 -0.069 0.028
N 4.178 0.184 5.120 -0.338 0.077 -0.518
C 4.776 -0.595 6.054 0.042 -0.453 -0.216
N 5.098 0.046 7.206 0.305 0.120 0.830
O 5.007 -1.781 5.874 0.000 0.141 0.058
H 3.979 1.160 5.249 0.057 -0.057 -0.100
H 3.923 -0.255 4.250 -0.038 0.218 0.113
H 5.544 -0.499 7.926 -0.101 0.114 -0.144
H 4.916 1.019 7.374 0.021 -0.090 -0.055
N -0.493 -4.832 -7.949 -0.339 0.529 0.193
C 0.086 -6.040 -7.751 -0.334 0.222 0.197
N 1.063 -6.355 -8.640 0.605 -0.584 -0.391
O -0.243 -6.791 -6.844 0.214 -0.245 -0.043
H -0.235 -4.204 -8.689 0.070 -0.125 0.050
H -1.226 -4.560 -7.307 -0.035 -0.190 -0.078
H 1.518 -7.246 -8.526 -0.063 0.194 -0.022
H 1.349 -5.755 -9.392 -0.050 -0.025 0.094
N -0.042 7.284 2.512 0.138 -0.617 -0.203
C 0.504 8.522 2.514 -0.151 0.034 -0.010
N -0.307 9.494 2.995 -0.056 0.702 0.040
O 1.641 8.745 2.113 0.207 -0.038 0.111
H -0.970 7.082 2.837 0.108 -0.021 0.028
H 0.529 6.531 2.163 -0.178 0.048 0.116
H 0.062 10.431 3.014 -0.102 -0.181 0.046
H -1.240 9.331 3.327 0.122 -0.017 0.096
N -4.467 -6.662 -5.821 0.193 -0.641 -0.043
C -3.913 -5.428 -5.823 -0.018 0.038 0.008
N -4.712 -4.445 -5.342 -0.094 0.713 0.149
O -2.777 -5.218 -6.228 -0.090 0.096 -0.022
H -5.397 -6.858 -5.495 0.048 -0.004 -0.128
H -3.902 -7.420 -6.172 -0.176 0.055 0.046
H -4.333 -3.512 -5.327 -0.091 -0.175 0.034
H -5.645 -4.597 -5.006 0.088 -0.021 -0.044
N 6.183 6.252 3.058 0.830 -0.427 0.006
C 4.826 6.280 3.049 -0.390 0.050 0.014
N 4.284 7.520 3.053 -0.440 0.164 0.183
O 4.146 5.263 3.037 0.063 -0.046 -0.012
H 6.759 7.074 3.067 -0.098 -0.060 -0.003
H 6.624 5.346 3.055 -0.076 0.194 -0.009
H 3.277 7.583 3.045 0.100 0.257 -0.264
H 4.824 8.366 3.062 -0.064 -0.081 -0.047
N -4.317 -10.369 -9.444 -0.119 -0.762 -0.223
C -4.611 -9.181 -8.861 -0.339 0.112 0.160
N -3.652 -8.232 -8.992 0.292 0.678 0.123
O -5.658 -8.981 -8.263 0.108 -0.021 0.040
H -3.463 -10.554 -9.939 -0.074 0.047 0.059
H -5.005 -11.100 -9.368 0.143 0.143 -0.021
H -3.834 -7.334 -8.572 0.094 -0.112 -0.123
H -2.785 -8.375 -9.478 -0.055 0.009 0.091
N 0.300 7.311 6.294 0.665 0.037 -0.295
C -0.876 7.807 6.747 0.003 0.383 -0.092
N -1.645 6.916 7.420 -0.660 -0.276 0.418
O -1.218 8.968 6.563 -0.050 -0.100 -0.054
H 0.599 6.363 6.434 -0.069 0.050 -0.084
H 0.900 7.943 5.789 -0.109 -0.142 0.068
H -2.529 7.247 7.773 0.185 -0.070 -0.063
H -1.383 5.960 7.581 0.006 0.083 -0.059
```
Forces are in eV/Å.

Largest force on an atom: 6.42 eV/A
HOMO energy: -9.207 eV
Charge: 0
SMILES: O=C(Cl)C[C@@](CC(=O)Br)(OC(=O)c1ccccn1)B(O)O.NC(N)=O.NC(N)=O.NC(N)=O.NC(N)=O.NC(N)=O.NC(N)=O.NC(N)=O.NC(N)=O.NC(N)=O
E: -163759.324 eV

Taking the records one at a time from the top gives frontier orbital gap values of 7.4, 8.9, 8.7 eV.